[1]
Computed, not measured: a structure of composition C9H20PS2, with ωB97M-V/def2-TZVPD.

Structure (XYZ):
```
32
Properties=species:S:1:pos:R:3:lowdin_charge:R:1
C -2.2085 -0.8954 -1.7155 -0.266
C -1.2257 0.3488 -1.5641 -0.536
C -2.7681 -1.4771 -0.4274 -0.705
C 0.4661 1.3307 0.5839 -0.458
C -0.5159 0.7073 -2.7642 -0.149
C -3.8339 -2.4873 -0.5574 -0.131
C 2.1384 -0.7405 2.1011 -0.206
C 2.2968 2.0747 2.7662 -0.204
C 3.2605 1.1054 0.1082 -0.165
P 2.0026 0.9160 1.4526 0.725
S 0.0242 -0.2329 -0.2530 0.769
S -1.1872 -2.2048 0.2792 0.673
H -2.9706 -0.4648 -2.3737 0.133
H -1.5737 -1.7422 -2.1595 0.126
H -1.6704 1.2910 -1.3513 0.115
H -3.2031 -0.7385 0.3850 0.151
H -0.1030 1.7529 1.3664 -0.008
H 0.4345 1.3200 -2.5729 0.116
H -1.1078 1.2572 -3.3854 0.057
H -0.2146 -0.1829 -3.4005 0.118
H -4.6195 -2.0870 -1.1754 0.093
H -4.2054 -2.8319 0.3934 0.089
H -3.4200 -3.2787 -1.1438 0.077
H 1.1910 -1.1067 2.5522 0.072
H 2.9063 -0.8313 2.8488 0.062
H 2.0986 -1.3692 1.1792 0.056
H 3.2406 1.8092 3.3021 0.075
H 1.5392 2.2286 3.5643 0.082
H 2.7088 3.0538 2.4454 0.076
H 2.9072 0.4967 -0.7161 0.044
H 4.1863 0.8399 0.5151 0.030
H 3.4264 2.1389 -0.2828 0.087
```

**LUMO**: -4.5 eV
**Kohn-Sham gap**: 7.72 eV
**Relative energy (zero: lowest compared OMol25 entry of this formula, charge and spin)**: 1.2748 eV
**Calculated total energy**: -1492.3034 Eh
**Charge**: +1

=====

[2]
Computed, not measured: a cluster of 3 separate species, C34H59F5N4O14PS3 in total, with ωB97M-V/def2-TZVPD.

Structure (XYZ):
```
120
Properties=species:S:1:pos:R:3:lowdin_charge:R:1
C 5.0646 -0.3378 2.8223 0.126
C 5.3406 0.3404 1.8849 -0.147
C 5.5581 1.3259 0.8331 -0.184
C 5.5301 0.6553 -0.5674 -0.145
C 4.9115 1.6561 -1.5519 -0.142
N 4.8110 1.0794 -2.9124 -0.022
C 3.7643 0.3452 -3.2375 -0.303
N 2.7754 0.0626 -2.3909 0.213
C 1.6078 -0.5423 -3.1267 -0.235
C 1.6216 -2.0693 -2.8111 -0.095
C 2.3889 -2.4533 -1.5245 -0.179
C 1.7514 -1.9248 -0.2324 -0.211
C 0.6283 -2.8264 0.3191 -0.185
C 0.3547 -2.4797 1.7972 -0.193
C -1.1439 -2.2366 2.0254 -0.162
C -1.6607 -1.0406 1.2128 -0.240
O -2.9277 -1.3320 0.6599 -0.198
C -3.9720 -0.5258 1.2314 -0.081
C 0.2584 -0.0309 -2.5373 -0.089
O -0.7244 0.2278 -3.5163 0.040
C -1.6877 -0.7301 -3.6328 -0.655
F -1.1851 -1.9047 -4.0942 0.155
F -2.5741 -0.2929 -4.5437 0.182
F -2.3371 -0.9554 -2.4811 0.186
C 2.0215 -0.0847 -4.5389 -0.240
C 1.2208 -0.6499 -5.7261 -0.079
C 1.9397 -0.5569 -7.0975 -0.171
C 1.3435 0.4431 -8.0894 -0.182
C -0.1466 0.2527 -8.3841 -0.155
C -0.7409 1.5486 -8.8885 -0.234
O -0.4854 2.6028 -7.9777 -0.219
C -0.9380 3.8493 -8.4546 -0.098
C 1.8986 1.4682 -4.7976 -0.311
O 2.6195 1.9743 -5.5996 0.194
N 0.9567 2.2893 -4.0361 0.165
C -0.0194 2.9562 -4.8435 -0.515
O -1.0829 2.5268 -5.0698 0.216
F 0.3944 4.1438 -5.2629 0.159
N 3.5075 -0.2413 -4.4990 0.039
P 4.3147 -1.7122 -4.8389 0.417
O 5.4942 -1.4265 -5.6520 -0.222
O 3.3827 -2.7524 -5.5787 -0.078
O 4.7532 -2.3676 -3.4575 -0.078
S 6.0895 1.3832 -4.0186 0.644
O 5.5677 1.7309 -5.2749 -0.163
O 6.9938 0.3096 -3.8956 -0.179
F 6.7043 2.6256 -3.3587 -0.079
H 4.8471 -0.8172 3.7459 0.036
H 6.5174 1.8170 0.9721 0.127
H 4.7466 2.0527 0.8740 0.118
H 6.5483 0.4814 -0.9108 0.124
H 4.9844 -0.2848 -0.5552 0.110
H 3.9392 1.9950 -1.1979 0.125
H 5.5474 2.5342 -1.5642 0.128
H 2.5606 0.7348 -1.6638 0.153
H 0.6150 -2.4417 -2.6542 0.114
H 2.0380 -2.6851 -3.6092 0.098
H 3.4477 -2.2341 -1.5869 0.075
H 2.3104 -3.5412 -1.4873 0.122
H 2.5325 -1.9329 0.5325 0.110
H 1.4116 -0.8868 -0.2893 0.092
H 1.0144 -3.8408 0.2578 0.114
H -0.2584 -2.6731 -0.2952 0.107
H 0.8866 -1.5819 2.1203 0.108
H 0.7043 -3.2969 2.4256 0.111
H -1.7295 -3.1344 1.8477 0.125
H -1.2811 -1.9961 3.0823 0.105
H -0.9969 -0.7909 0.3751 0.094
H -1.6954 -0.1704 1.8719 0.122
H -4.8980 -1.0647 1.0608 0.094
H -3.8452 -0.4391 2.3126 0.040
H -3.9613 0.4509 0.7430 0.092
H 0.4589 0.9298 -2.0596 0.130
H -0.1051 -0.6664 -1.7380 0.107
H 0.3144 -0.0507 -5.7855 0.112
H 0.9482 -1.6792 -5.5150 0.118
H 3.0112 -0.3910 -6.9857 0.103
H 1.8486 -1.5449 -7.5564 0.114
H 1.8734 0.2846 -9.0302 0.123
H 1.5894 1.4570 -7.7865 0.100
H -0.7198 -0.1704 -7.5594 0.110
H -0.2438 -0.4490 -9.2144 0.122
H -0.3001 1.8137 -9.8583 0.131
H -1.8234 1.4728 -9.0359 0.128
H -1.1817 4.4591 -7.5861 0.081
H -0.1629 4.3905 -9.0038 0.093
H -1.8358 3.7505 -9.0669 0.090
H 1.5367 2.9993 -3.5936 0.147
H 3.6930 -2.8171 -6.4947 0.115
H 4.9820 -3.2930 -3.6301 0.121
C -4.3497 -0.1961 7.0462 -0.228
C -5.5361 -1.1308 7.2977 -0.208
C -6.1454 -1.4818 5.9334 -0.212
S -4.8036 -1.3735 4.7430 0.671
O -5.0839 -0.2836 3.8360 -0.339
O -4.4674 -2.6893 4.2588 -0.323
C -3.5575 -0.8315 5.9071 -0.224
H -3.7430 -0.0715 7.9451 0.069
H -4.7122 0.7894 6.7430 0.125
H -5.1843 -2.0398 7.7900 0.121
H -6.2782 -0.6726 7.9499 0.115
H -6.5532 -2.4893 5.9122 0.103
H -6.9095 -0.7660 5.6367 0.105
H -2.8758 -0.1401 5.4158 0.105
H -3.0187 -1.7169 6.2446 0.109
C -3.5118 2.4157 12.7441 -0.217
C -4.6907 1.4677 13.0013 -0.210
C -5.3011 1.1154 11.6387 -0.215
S -3.9650 1.2423 10.4444 0.674
O -4.2561 2.3179 9.5313 -0.312
O -3.6243 -0.0756 9.9570 -0.338
C -2.7167 1.7908 11.6018 -0.227
H -2.8962 2.5461 13.6322 0.117
H -3.8847 3.3974 12.4450 0.121
H -4.3286 0.5604 13.4884 0.118
H -5.4338 1.9163 13.6579 0.116
H -5.6998 0.1043 11.6160 0.104
H -6.0732 1.8245 11.3465 0.107
H -2.0441 2.4871 11.1065 0.109
H -2.1674 0.9111 11.9360 0.109
```

**LUMO**: -3.5 eV
**Kohn-Sham gap**: 7.29 eV
**Calculated total energy**: -4638.2724 Eh
**Charge**: +1

=====

[3]
Computed, not measured: a cluster of 2 separate species, C6H15NO in total, with ωB97M-V/def2-TZVPD.

Structure (XYZ):
```
23
Properties=species:S:1:pos:R:3:lowdin_charge:R:1
C -0.3312 0.3691 2.5071 -0.028
C -0.8004 1.6779 1.9237 -0.607
N 0.1194 2.3574 1.1543 0.157
O -1.8844 2.1558 2.1622 0.047
H -0.5486 0.4804 3.5906 0.096
H 0.7269 0.1728 2.5165 0.060
H -0.9073 -0.4963 2.1756 0.086
H -0.3677 3.1627 0.7851 0.108
H 1.0073 2.0443 0.8240 0.077
C -0.6452 -1.9867 -1.4009 -0.084
C -0.0816 -0.5813 -1.0505 -0.464
C 1.1675 -0.8350 -0.1464 -0.110
C 0.1747 0.1758 -2.3305 -0.088
H -0.9599 -2.5194 -0.5002 0.077
H 0.1728 -2.5628 -1.8341 0.075
H -1.3247 -1.8527 -2.2266 0.067
H -0.7143 -0.0874 -0.3043 0.103
H 1.9682 -1.3205 -0.7156 0.075
H 1.5533 0.0811 0.3235 0.047
H 0.9652 -1.6259 0.6109 0.080
H -0.6126 0.8953 -2.5402 0.075
H 1.1222 0.7225 -2.2867 0.075
H 0.2006 -0.4272 -3.2378 0.074
```

**LUMO**: 0.8 eV
**SMILES**: CC(N)=O.CC(C)C
**Kohn-Sham gap**: 10.80 eV
**Relative energy (zero: lowest compared OMol25 entry of this formula, charge and spin)**: 0.8213 eV
**Calculated total energy**: -367.6011 Eh

=====

Across the entries above, HOMO takes the values -12.1878, -10.7458, -10.0031 eV, respectively.